Model one:
# C3H7NO3

A structure of composition C3H7NO3 (ωB97M-V with the def2-TZVPD basis set, OMol25).

Its HOMO-LUMO gap is 9.37 eV. The calculation puts the LUMO energy at 0.4229 eV.

Each line ends with the Löwdin charge.
Positions of all 14 atoms, in Å:
C (0.294, -0.637, -0.328)  -0.663
C (-0.074, 1.916, 0.545)  0.124
C (-0.685, 0.736, 0.037)  -0.512
N (0.115, -1.706, 0.591)  0.134
O (1.633, -0.257, -0.341)  0.036
O (-0.195, -0.913, -1.568)  0.032
O (-1.895, 0.459, -0.093)  -0.023
H (2.167, -1.061, -0.426)  0.114
H (-1.183, -1.011, -1.492)  0.130
H (0.332, -1.435, 1.542)  0.099
H (-0.815, -2.101, 0.540)  0.096
H (0.961, 1.853, 0.858)  0.084
H (-0.699, 2.695, 0.969)  0.096
H (0.044, 1.463, -0.836)  0.253

---

Model two:
# C3H7NO3

An isolated molecule of C3H7NO3 (ωB97M-V with the def2-TZVPD basis set, OMol25).

Its HOMO-LUMO gap is 10.61 eV. The calculation puts the LUMO energy at 0.6660 eV. As for the SMILES: O=C(O)NCCO.

Each line ends with the Löwdin charge.
Positions of all 14 atoms, in Å:
C (0.008, -0.824, 0.266)  -0.178
C (0.204, 0.236, 1.333)  -0.251
O (-0.189, -0.229, 2.617)  -0.060
N (0.531, -0.404, -1.027)  0.073
C (-0.108, 0.521, -1.799)  -0.625
O (-1.427, 0.600, -1.524)  0.104
O (0.420, 1.176, -2.670)  0.078
H (-1.037, -1.092, 0.123)  0.124
H (0.505, -1.752, 0.544)  0.122
H (-0.433, 1.091, 1.104)  0.122
H (1.250, 0.570, 1.332)  0.124
H (0.525, -0.752, 2.997)  0.086
H (1.540, -0.349, -1.109)  0.149
H (-1.788, 1.207, -2.188)  0.131

---

What are the relative energies? In hartree: model one 0.1230; model two 0.0000.

---

Model one:
# C24H27N3O4

An isolated molecule of C24H27N3O4 (ωB97M-V with the def2-TZVPD basis set, OMol25).

Its HOMO-LUMO gap is 7.94 eV. The calculation puts the LUMO energy at 0.2507 eV. As for the SMILES: COc1cc2cc(CN(C(=O)Nc3ccccc3)C3CCCC3)c(=O)[nH]c2cc1OC.

Each line ends with the Löwdin charge.
Positions of all 58 atoms, in Å:
C (2.638, -3.971, 0.978)  -0.075
H (2.986, -4.992, 1.132)  0.097
H (1.691, -3.826, 1.507)  0.096
H (3.386, -3.273, 1.366)  0.098
O (2.477, -3.838, -0.413)  -0.117
C (1.965, -2.666, -0.904)  -0.188
C (1.690, -1.575, -0.108)  0.041
C (1.141, -0.396, -0.627)  -0.149
C (0.876, -0.325, -2.004)  -0.189
C (1.175, -1.412, -2.815)  0.067
C (1.708, -2.583, -2.299)  -0.188
O (1.925, -3.542, -3.230)  -0.058
C (2.364, -4.839, -2.887)  -0.067
H (1.666, -5.335, -2.211)  0.096
H (2.402, -5.380, -3.833)  0.095
H (3.358, -4.825, -2.435)  0.095
H (0.979, -1.378, -3.875)  0.132
N (0.300, 0.810, -2.504)  0.184
C (-0.151, 1.871, -1.756)  -0.444
O (-0.758, 2.789, -2.290)  0.044
C (0.129, 1.786, -0.327)  -0.115
C (0.768, 0.708, 0.187)  0.051
H (0.945, 0.638, 1.251)  0.131
C (-0.443, 2.892, 0.527)  -0.087
N (-1.047, 2.391, 1.749)  -0.015
C (-1.770, 1.231, 1.767)  -0.502
O (-1.975, 0.599, 2.783)  0.075
N (-2.276, 0.857, 0.527)  0.146
C (-2.209, -0.423, -0.015)  -0.235
C (-2.449, -0.577, -1.380)  -0.036
C (-2.306, -1.813, -1.978)  -0.090
C (-1.923, -2.912, -1.229)  -0.102
C (-1.707, -2.766, 0.130)  -0.084
C (-1.851, -1.535, 0.741)  -0.018
H (-1.687, -1.422, 1.800)  0.103
H (-1.422, -3.622, 0.725)  0.103
H (-1.801, -3.875, -1.702)  0.099
H (-2.488, -1.917, -3.038)  0.105
H (-2.736, 0.284, -1.969)  0.116
H (-2.375, 1.591, -0.160)  0.135
C (-0.670, 2.981, 3.020)  -0.264
H (-1.305, 2.484, 3.757)  0.143
C (-0.900, 4.509, 3.062)  -0.126
C (0.472, 5.134, 3.322)  -0.193
C (1.214, 4.056, 4.108)  -0.190
H (2.292, 4.208, 4.117)  0.107
H (0.857, 4.039, 5.139)  0.114
C (0.811, 2.769, 3.395)  -0.134
H (1.413, 2.648, 2.492)  0.105
H (0.943, 1.884, 4.014)  0.116
H (0.991, 5.328, 2.381)  0.106
H (0.401, 6.075, 3.866)  0.106
H (-1.350, 4.870, 2.139)  0.109
H (-1.579, 4.752, 3.879)  0.113
H (-1.162, 3.454, -0.086)  0.128
H (0.348, 3.590, 0.811)  0.130
H (0.089, 0.847, -3.494)  0.168
H (1.873, -1.611, 0.953)  0.116

---

Model two:
# C24H27N3O4

An isolated molecule of C24H27N3O4 (ωB97M-V with the def2-TZVPD basis set, OMol25).

Its HOMO-LUMO gap is 8.11 eV. The calculation puts the LUMO energy at 0.4022 eV. As for the SMILES: COc1cc2cc(CN(C(=O)Nc3ccccc3)C3CCCC3)c(=O)[nH]c2cc1OC.

Each line ends with the Löwdin charge.
Positions of all 58 atoms, in Å:
C (3.132, 5.473, -1.261)  -0.076
H (3.227, 5.385, -2.345)  0.092
H (4.080, 5.808, -0.840)  0.094
H (2.353, 6.201, -1.023)  0.096
O (2.885, 4.226, -0.651)  -0.070
C (1.721, 3.546, -0.843)  -0.194
C (1.569, 2.441, -0.026)  0.064
C (0.446, 1.614, -0.086)  -0.147
C (-0.564, 1.929, -1.009)  -0.185
C (-0.421, 3.037, -1.842)  0.051
C (0.700, 3.848, -1.782)  -0.183
O (0.874, 4.931, -2.595)  -0.108
C (-0.132, 5.261, -3.521)  -0.075
H (-1.080, 5.489, -3.022)  0.099
H (0.228, 6.153, -4.032)  0.097
H (-0.285, 4.463, -4.253)  0.098
H (-1.210, 3.249, -2.546)  0.109
N (-1.675, 1.133, -1.067)  0.177
C (-1.895, 0.006, -0.309)  -0.434
O (-2.930, -0.627, -0.440)  0.063
C (-0.823, -0.326, 0.625)  -0.110
C (0.274, 0.458, 0.730)  0.050
H (1.063, 0.207, 1.426)  0.132
C (-1.042, -1.583, 1.420)  -0.097
N (0.164, -2.298, 1.778)  -0.001
C (1.255, -2.441, 0.971)  -0.522
O (2.355, -2.743, 1.403)  0.053
N (1.119, -2.164, -0.376)  0.142
C (0.040, -2.346, -1.241)  -0.260
C (-0.072, -1.523, -2.360)  -0.035
C (-1.128, -1.681, -3.235)  -0.087
C (-2.082, -2.659, -3.010)  -0.091
C (-1.959, -3.496, -1.916)  -0.072
C (-0.901, -3.352, -1.038)  -0.034
H (-0.782, -4.026, -0.203)  0.122
H (-2.691, -4.272, -1.745)  0.107
H (-2.914, -2.772, -3.688)  0.101
H (-1.211, -1.032, -4.095)  0.103
H (0.672, -0.755, -2.526)  0.117
H (2.013, -1.998, -0.819)  0.158
C (0.339, -2.664, 3.175)  -0.263
H (1.248, -3.269, 3.197)  0.141
C (-0.850, -3.470, 3.742)  -0.128
C (-1.421, -2.629, 4.887)  -0.193
C (-0.212, -1.847, 5.394)  -0.190
H (-0.493, -0.984, 5.998)  0.107
H (0.424, -2.498, 5.995)  0.113
C (0.512, -1.450, 4.110)  -0.129
H (0.037, -0.570, 3.674)  0.108
H (1.563, -1.220, 4.274)  0.116
H (-2.180, -1.939, 4.515)  0.106
H (-1.876, -3.244, 5.662)  0.105
H (-1.593, -3.683, 2.976)  0.108
H (-0.489, -4.423, 4.129)  0.113
H (-1.737, -2.209, 0.845)  0.111
H (-1.552, -1.318, 2.351)  0.133
H (-2.404, 1.357, -1.734)  0.166
H (2.359, 2.223, 0.674)  0.134

---

What are the relative energies? In hartree: model one 0.0000; model two 0.0055.

---

Model one:
# C8H9N3

An isolated molecule of C8H9N3 (ωB97M-V with the def2-TZVPD basis set, OMol25).

Its HOMO-LUMO gap is 7.83 eV. The calculation puts the LUMO energy at 0.1805 eV. As for the SMILES: C1=C\C=N\N\C=C/C=C\N=C/1.

Each line ends with the Löwdin charge.
Positions of all 20 atoms, in Å:
C (1.396, 1.275, 0.418)  -0.128
C (0.704, 1.363, -0.844)  -0.118
C (-2.333, -0.950, 0.080)  -0.036
C (-1.218, -1.698, -0.237)  -0.052
C (2.345, 0.337, 0.616)  -0.142
C (-0.631, 1.319, -0.904)  -0.138
C (-2.227, 0.417, 0.638)  -0.160
C (0.053, -1.212, 0.173)  -0.221
N (2.311, -0.862, -0.092)  -0.052
N (-1.429, 1.308, 0.236)  0.060
N (1.158, -1.620, -0.377)  0.084
H (1.163, 2.099, 1.092)  0.114
H (1.235, 1.475, -1.695)  0.076
H (-3.403, -1.083, -0.079)  0.099
H (-1.146, -2.666, -0.766)  0.118
H (3.144, 0.226, 1.455)  0.137
H (-1.337, 1.440, -1.677)  0.115
H (-2.808, 0.806, 1.358)  0.074
H (-0.064, -0.515, 0.876)  0.061
H (3.087, -1.459, -0.270)  0.111

---

Model two:
# C8H9N3

An isolated molecule of C8H9N3 (ωB97M-V with the def2-TZVPD basis set, OMol25).

Its HOMO-LUMO gap is 8.95 eV. The calculation puts the LUMO energy at -0.0563 eV. As for the SMILES: CC1(C)N=Nc2ncccc21.

Each line ends with the Löwdin charge.
Positions of all 20 atoms, in Å:
C (-2.673, 1.434, 0.117)  -0.048
C (-1.253, 1.151, 0.121)  0.006
C (-3.532, 0.379, -0.133)  -0.164
C (-0.815, -0.169, -0.001)  -0.088
C (-1.876, -1.168, -0.022)  -0.296
C (0.440, -0.939, -0.025)  -0.462
C (1.342, -0.908, 1.215)  -0.021
C (1.323, -0.969, -1.320)  0.003
N (-3.146, -0.879, -0.087)  0.132
N (-1.311, -2.380, 0.056)  0.066
N (-0.131, -2.384, -0.016)  0.088
H (-2.920, 2.506, 0.069)  0.106
H (-0.565, 1.881, 0.542)  0.110
H (-4.614, 0.600, -0.009)  0.116
H (1.970, -1.820, 1.152)  0.099
H (0.882, -0.724, 2.122)  0.061
H (2.148, -0.221, 1.050)  0.065
H (2.066, -0.092, -1.100)  0.124
H (0.713, -0.741, -2.117)  0.049
H (1.703, -1.930, -1.439)  0.055

---

What are the relative energies? In hartree: model one 0.1002; model two 0.0000.

---

Model one:
# C2H6N4OS

An isolated molecule of C2H6N4OS (ωB97M-V with the def2-TZVPD basis set, OMol25).

Its HOMO-LUMO gap is 10.14 eV. The calculation puts the LUMO energy at 0.5593 eV. As for the SMILES: [H]/N=C(/N)SNC(N)=O.

Each line ends with the Löwdin charge.
Positions of all 14 atoms, in Å:
C (-0.562, -0.428, -1.568)  -0.794
C (0.392, 0.823, 1.622)  -0.677
H (1.205, -0.415, -0.519)  0.068
H (1.304, -0.563, -2.229)  0.100
H (-2.111, -0.797, -2.614)  0.020
H (-0.759, 2.086, 0.535)  0.121
H (0.001, -1.228, 1.685)  0.077
H (1.330, -0.678, 2.584)  0.117
N (0.784, -0.227, -1.431)  0.079
N (-1.101, -0.856, -2.637)  0.061
N (-0.659, 1.085, 0.759)  -0.302
N (0.715, -0.508, 1.786)  0.120
O (1.025, 1.733, 2.147)  0.043
S (-1.565, -0.027, -0.120)  0.966

---

Model two:
# C2H6N4OS

An isolated molecule of C2H6N4OS (ωB97M-V with the def2-TZVPD basis set, OMol25).

Its HOMO-LUMO gap is 9.46 eV. The calculation puts the LUMO energy at 0.3567 eV. As for the SMILES: [H]/N=C(/N)NO/C=N\S.

Each line ends with the Löwdin charge.
Positions of all 14 atoms, in Å:
C (0.580, -1.006, -1.189)  -0.521
C (-0.594, 2.069, 0.498)  -0.295
H (0.741, -3.174, -0.901)  0.161
H (0.785, -2.253, 0.517)  0.075
H (0.197, 0.314, -2.503)  -0.006
H (1.453, 0.290, 0.282)  0.165
H (-0.440, 3.107, 0.269)  0.099
H (-1.973, 0.222, 2.933)  -0.217
N (0.800, -2.163, -0.478)  0.101
N (0.147, -0.650, -2.381)  0.129
N (0.529, -0.086, -0.113)  -0.049
N (-1.228, 1.927, 1.660)  -0.188
O (0.077, 1.346, -0.616)  -0.129
S (-1.074, 0.058, 2.020)  0.675

---

What are the relative energies? In hartree: model one 0.0000; model two 0.2160.

---

Model one:
# C5H11NO2

The ion C5H11NO2 with charge -2 (ωB97M-V with the def2-TZVPD basis set, OMol25).

The net charge is -2. Its HOMO-LUMO gap is 5.97 eV. The calculation puts the LUMO energy at 6.9203 eV. As for the SMILES: CN[C@H](C[O-])CC[O-].

Each line ends with the Löwdin charge.
Positions of all 19 atoms, in Å:
C (-0.832, 0.413, 1.962)  -0.188
N (-1.434, 0.075, 0.700)  -0.139
C (-0.589, -0.145, -0.453)  -0.351
C (0.893, 0.234, -0.451)  -0.189
C (1.515, 1.534, -1.140)  -0.583
O (2.804, 1.530, -0.855)  -0.406
C (-0.616, -1.787, -0.686)  -0.470
O (-1.536, -2.468, -0.011)  -0.378
H (-1.288, 1.338, 2.322)  0.042
H (-0.918, -0.329, 2.721)  0.040
H (0.268, 0.510, 1.858)  0.057
H (-1.913, -0.943, 0.682)  0.092
H (-1.111, 0.369, -1.253)  0.096
H (1.200, 0.370, 0.576)  0.052
H (1.527, -0.544, -0.868)  0.080
H (1.174, 1.390, -2.211)  0.062
H (1.200, 2.513, -0.779)  0.053
H (0.375, -2.182, -0.349)  0.073
H (-0.718, -1.876, -1.763)  0.057

---

Model two:
# C5H11NO2

The ion C5H11NO2 with charge -2 (ωB97M-V with the def2-TZVPD basis set, OMol25).

The net charge is -2. Its HOMO-LUMO gap is 6.49 eV. The calculation puts the LUMO energy at 7.0614 eV. As for the SMILES: N[C@@H](C[O-])CCC[O-].

Each line ends with the Löwdin charge.
Positions of all 19 atoms, in Å:
C (-2.068, -0.025, -0.419)  -0.519
O (-2.794, 0.079, -1.516)  -0.422
C (-0.709, 0.622, -0.818)  -0.424
C (0.520, -0.175, -0.410)  -0.189
C (0.926, -0.044, 1.174)  -0.184
C (2.299, -0.777, 1.547)  -0.635
O (2.661, -0.708, 2.807)  -0.394
N (-0.740, 1.079, -2.257)  -0.050
H (-2.601, 0.464, 0.462)  0.066
H (-2.130, -1.175, -0.187)  0.089
H (-0.520, 1.682, -0.251)  0.144
H (0.364, -1.229, -0.582)  0.083
H (1.356, 0.213, -0.934)  0.066
H (1.022, 0.943, 1.656)  0.072
H (0.184, -0.382, 1.954)  0.090
H (3.024, -0.500, 0.804)  0.034
H (2.277, -1.964, 1.266)  0.078
H (-1.739, 1.536, -2.301)  0.080
H (-0.799, 0.281, -2.860)  0.016

---

What are the relative energies? In hartree: model one 0.0000; model two 0.0024.

---

Model one:
# C3H4N2S

An isolated molecule of C3H4N2S (ωB97M-V with the def2-TZVPD basis set, OMol25).

Its HOMO-LUMO gap is 9.81 eV. The calculation puts the LUMO energy at 0.4099 eV. As for the SMILES: C1=NN=CSC1.

Each line ends with the Löwdin charge.
Positions of all 10 atoms, in Å:
C (-0.718, 0.842, -0.098)  -0.480
C (1.463, -0.196, 0.651)  -0.454
C (-0.943, -0.637, -0.584)  -0.206
H (-0.820, 0.965, 0.938)  0.032
H (-1.510, 1.460, -0.607)  0.093
H (2.426, -0.225, 1.321)  0.115
H (-1.663, -0.724, -1.314)  0.070
N (0.869, -1.259, 0.584)  -0.042
N (-0.108, -1.590, -0.518)  0.070
S (1.006, 1.364, -0.371)  0.802

---

Model two:
# C3H4N2S

An isolated molecule of C3H4N2S (ωB97M-V with the def2-TZVPD basis set, OMol25).

Its HOMO-LUMO gap is 8.76 eV. The calculation puts the LUMO energy at 0.2201 eV. As for the SMILES: S=C1CC=NN1.

Each line ends with the Löwdin charge.
Positions of all 10 atoms, in Å:
C (-1.004, -0.241, -0.029)  -0.821
C (-0.034, 0.930, -0.002)  -0.152
C (1.299, 0.257, -0.056)  -0.136
H (-0.263, 1.542, 0.868)  0.123
H (-0.062, 1.609, -0.854)  0.124
H (2.267, 0.712, 0.102)  0.112
H (-0.503, -2.286, 0.024)  0.164
N (1.163, -1.012, -0.025)  0.051
N (-0.181, -1.304, -0.005)  -0.026
S (-2.682, -0.206, -0.024)  0.561

---

What are the relative energies? In hartree: model one 0.0662; model two 0.0000.